1.
C2H7NS | ωB97M-V/def2-TZVPD

Each line ends with the natural charge from an NBO analysis.
Element x y z (Å)
N -1.39529 0.88612 0.64270  -0.86
C -0.64663 0.15385 -0.35260  -0.22
C 0.63674 -0.46456 0.17821  -0.51
S 1.44126 -1.41264 -1.17041  -0.07
H -1.35985 0.55960 1.59751  0.36
H -1.31174 1.88836 0.60467  0.37
H -0.42001 0.81907 -1.17683  0.20
H -1.26186 -0.64973 -0.75686  0.18
H 1.28536 0.28180 0.63677  0.22
H 0.37854 -1.21443 0.92951  0.21
H 2.65347 -0.84743 -1.13266  0.13

SMILES: NCCS
Kohn-Sham gap, eV: 9.87
E_LUMO, Eh: 0.0367

---

2.
C2H7NS | ωB97M-V/def2-TZVPD

Each line ends with the natural charge from an NBO analysis.
Element x y z (Å)
C 0.33959 -1.73330 -2.07236  -0.54
C -0.89010 -2.00480 -1.62481  0.03
N -1.39062 -1.68411 -0.35650  -0.84
H 0.65413 -2.11182 -3.02895  0.21
H 0.74461 -0.75271 -1.82422  0.19
H -1.43252 -2.88572 -1.98162  0.17
H -0.63100 -1.52101 0.27403  0.39
H -2.27980 -2.07403 -0.11284  0.39
S 1.31297 4.38508 3.55776  -0.28
H 2.22927 4.90397 4.38351  0.14
H 1.34348 5.47844 2.78600  0.14

SMILES: C=CN.S
Kohn-Sham gap, eV: 9.33
E_LUMO, Eh: 0.0379

---

3.
C2H7NS | ωB97M-V/def2-TZVPD

Each line ends with the natural charge from an NBO analysis.
Element x y z (Å)
S -0.96999 -1.07128 2.64965  -1.03
H -1.12235 -2.41282 2.90127  0.12
C 0.32328 0.81835 -0.33105  -0.05
C -0.58847 1.35103 -1.11367  -0.35
N 0.79724 -0.57541 -0.44215  -0.73
H 0.67860 1.34540 0.54875  0.24
H -1.02883 2.31276 -0.87157  0.24
H -0.95611 0.93577 -2.04067  0.21
H 0.30295 -1.26333 0.18914  0.49
H 0.82403 -0.79594 -1.43819  0.43
H 1.73965 -0.64453 -0.05151  0.44

Kohn-Sham gap, eV: 6.01
E_LUMO, Eh: -0.0114

---

Most stable structure, least stable structure: 1, 3.

---

1.
C6H12O2 | ωB97M-V/def2-TZVPD

Each line ends with the natural charge from an NBO analysis.
Element x y z (Å)
C 0.53057 -3.35174 -0.06912  -0.65
C 0.31518 -1.89413 0.11063  -0.13
C -0.59909 -1.31545 0.89282  -0.24
C -0.87280 0.14024 0.89242  -0.27
C -0.81544 0.94321 -0.17459  0.29
C -0.99373 2.43573 -0.06333  -0.68
O -0.83498 0.43265 -1.47021  -0.70
H 0.02849 -3.59906 -1.01951  0.22
H 1.55806 -3.65768 -0.24116  0.22
H 0.12763 -3.95960 0.73791  0.22
H 0.98652 -1.25506 -0.45031  0.18
H -1.29231 -1.93807 1.45100  0.20
H -1.00389 0.58203 1.87350  0.21
H -2.07172 2.59056 -0.16392  0.23
H -0.57409 2.92826 -0.94362  0.21
H -0.56899 2.81217 0.85775  0.23
H 0.02358 0.61906 -1.88018  0.47
O 2.35408 2.39132 0.05811  -0.93
H 2.06704 3.26848 -0.07897  0.46
H 1.63592 1.82709 -0.31922  0.46

SMILES: C/C=C/C=C(/C)O.O
Kohn-Sham gap, eV: 9.05
E_LUMO, Eh: 0.0215

---

2.
C6H12O2 | ωB97M-V/def2-TZVPD

Each line ends with the natural charge from an NBO analysis.
Element x y z (Å)
C 1.10525 0.48995 -1.51439  -0.67
C 0.33835 -0.81103 -0.86549  -0.08
C -0.99631 -0.95211 -1.05240  -0.32
C -1.90099 -1.83150 -0.25506  -0.64
H 2.04393 0.74962 -1.02532  0.21
H 0.46802 1.37218 -1.60064  0.20
H 1.40240 0.12268 -2.50354  0.23
H 1.01746 -1.64035 -1.00593  0.20
H -1.48933 -0.33008 -1.79282  0.18
H -2.74712 -1.27319 0.14411  0.20
H -1.37169 -2.29012 0.57834  0.22
H -2.32232 -2.63545 -0.86698  0.21
C -0.17470 1.48320 1.45458  -0.75
C 0.91317 0.46891 1.27957  0.80
O 0.69513 -0.74552 1.07331  -0.55
O 2.16356 0.83028 1.63789  -0.66
H -1.12039 1.07612 1.11711  0.26
H -0.27571 1.76020 2.51379  0.25
H 0.03801 2.38225 0.86228  0.23
H 2.21329 1.77394 1.82159  0.48

SMILES: C/C=C/C.CC(=O)O
Kohn-Sham gap, eV: 7.54
E_LUMO, Eh: 0.0184

---

3.
C6H12O2 | ωB97M-V/def2-TZVPD

Each line ends with the natural charge from an NBO analysis.
Element x y z (Å)
C 0.23496 1.09103 0.38866  -0.48
C -1.18313 1.60334 -0.11046  -0.10
O -1.63938 0.48519 -0.75009  -0.58
C -1.53957 -0.74746 0.19759  -0.06
C -0.20419 -1.62986 -0.42877  -0.45
C 1.30968 -1.23311 -0.38781  -0.08
O 1.88777 -0.19675 0.49075  -0.57
C 1.68272 1.21661 0.55265  -0.06
H 0.04993 0.27926 -0.47948  0.26
H 0.06106 0.55468 1.19688  0.17
H -1.17048 2.48923 -0.71015  0.19
H -2.16207 1.87976 0.41621  0.18
H -2.11305 -1.38994 -0.22625  0.18
H -1.61500 -0.33394 1.17341  0.20
H -0.41700 -1.88470 -1.43233  0.22
H -0.26847 -2.36837 0.29752  0.20
H 1.45106 -1.09250 -1.50225  0.18
H 1.81208 -2.22107 0.00430  0.21
H 2.19423 1.87973 -0.19547  0.18
H 1.62885 1.61887 1.50510  0.20

SMILES: C1COCCCOC1
Kohn-Sham gap, eV: 10.11
E_LUMO, Eh: 0.0351

---

Most stable structure, least stable structure: 1, 3.

---

1.
C3H7O3 | ωB97M-V/def2-TZVPD

Each line ends with the natural charge from an NBO analysis.
Element x y z (Å)
C -1.18934 -2.18811 0.56583  -0.74
C -1.13244 -0.62489 0.53850  0.78
O 0.00876 -0.10663 0.55688  -0.84
O -2.23857 -0.05834 0.45602  -0.78
H -2.14355 -2.47594 1.00148  0.20
H -0.39345 -2.55892 1.21257  0.19
H -1.16206 -2.53313 -0.46326  0.20
C 1.24617 2.03185 -0.82931  -0.23
O 2.22138 1.35131 -0.07998  -0.77
H 1.77362 0.55402 0.26494  0.51
H 0.60511 2.74516 -0.30792  0.15
H 1.79605 2.56923 -1.61339  0.13
H 0.60832 1.29438 -1.30237  0.19

Total charge: -1
Kohn-Sham gap, eV: 8.48
E_LUMO, Eh: 0.1551

---

2.
C3H7O3 | ωB97M-V/def2-TZVPD

Each line ends with the natural charge from an NBO analysis.
Element x y z (Å)
C -1.93166 0.62082 0.53442  -0.24
O -1.42529 -0.37855 1.38503  -0.80
H -0.42976 -0.38047 1.25148  0.51
H -1.96638 0.28567 -0.51187  0.14
H -1.27737 1.49701 0.59554  0.17
H -2.93021 0.89839 0.87319  0.15
C 1.19080 -0.75385 -1.05597  -0.74
C 1.71292 0.14168 0.07253  0.77
O 1.01269 0.26966 1.12178  -0.80
O 2.82321 0.64630 -0.12971  -0.76
H 0.55835 -0.23827 -1.78165  0.20
H 0.64423 -1.58197 -0.64567  0.20
H 2.01848 -1.02642 -1.70911  0.21

Total charge: -1
Kohn-Sham gap, eV: 8.57
E_LUMO, Eh: 0.1530

---

3.
C3H7O3 | ωB97M-V/def2-TZVPD

Each line ends with the natural charge from an NBO analysis.
Element x y z (Å)
C -0.03820 -2.16798 -1.27841  -0.72
C 0.69785 -1.24007 -0.40713  0.75
O 0.94828 -0.05020 -0.79794  -0.81
O 1.24710 -1.71761 0.63613  -0.77
H 0.58980 -2.94676 -1.67753  0.21
H -0.43390 -1.55016 -2.12351  0.20
H -0.81623 -2.72308 -0.74019  0.21
C -0.67096 2.18167 1.26382  -0.27
O 0.47804 2.27009 0.48749  -0.80
H 0.57243 1.34184 -0.03326  0.52
H -0.59652 2.92328 2.08579  0.14
H -1.67448 2.30999 0.76311  0.14
H -0.30320 1.36899 1.82164  0.20

Total charge: -1
Kohn-Sham gap, eV: 8.37
E_LUMO, Eh: 0.1547

---

Most stable structure, least stable structure: 2, 3.